Density functional theory data (ωB97M-V/def2-TZVPD) for a single C5H7NOS molecule at a distorted geometry.

Values from the calculation:
ΔE to the lowest compared entry with this formula, charge and spin = 3.620 eV
F_max = 4.38 eV/Å
net charge = 0
lowest unoccupied orbital energy = -0.379 eV
HOMO-LUMO gap = 7.9 eV
energy = -19667.9825 eV

Geometry as XYZ:
```
15
Properties=species:S:1:pos:R:3:mulliken_charge:R:1
C -1.264 -0.298 0.735 -0.425
C -0.488 -0.527 -0.636 -0.053
C 1.370 1.128 0.617 -0.244
C 0.454 1.718 -0.342 -0.138
C -0.374 0.927 -1.116 -0.446
H -3.342 -0.483 0.896 0.298
H -1.033 0.602 1.448 0.264
H -1.134 -1.323 1.241 0.361
H -1.293 -1.173 -1.131 0.329
H 2.017 1.718 1.327 0.349
H 0.525 2.812 -0.378 0.327
H -1.285 1.524 -1.389 0.318
N 1.734 -0.180 0.770 -0.396
O -2.702 -0.023 0.300 -0.546
S 1.053 -1.245 -0.334 0.003
```

=====

Density functional theory data (ωB97M-V/def2-TZVPD) for a molecular structure, C5H7NOS at a distorted geometry.

Values from the calculation:
ΔE to the lowest compared entry with this formula, charge and spin = 5.384 eV
F_max = 3.26 eV/Å
net charge = 0
lowest unoccupied orbital energy (spin up / spin down) = -0.691 / -2.176 eV
HOMO-LUMO gap (spin up / spin down) = 8.1 / 6.2 eV
energy = -19666.2183 eV

Geometry as XYZ:
```
15
Properties=species:S:1:pos:R:3:mulliken_charge:R:1
C -1.433 -2.002 -0.523 -0.272
C -0.104 -1.629 -0.505 -0.264
C -2.112 -1.086 0.306 -0.430
C -0.016 -0.511 0.406 0.297
C 0.473 2.141 0.276 -0.759
N -1.310 -0.138 0.784 -0.475
O 2.853 0.357 -0.420 -0.567
S 1.107 0.598 0.982 0.016
H -1.730 -2.961 -0.975 0.348
H 0.582 -2.238 -0.993 0.471
H -3.149 -0.910 0.385 0.443
H 1.287 2.878 0.209 0.336
H -0.139 2.534 1.031 0.320
H -0.039 2.045 -0.720 0.280
H 3.730 0.921 -0.243 0.257
```

=====

Density functional theory data (ωB97M-V/def2-TZVPD) for a single C5H7NOS molecule at a distorted geometry.

Values from the calculation:
ΔE to the lowest compared entry with this formula, charge and spin = 5.263 eV
F_max = 6.84 eV/Å
net charge = 0
lowest unoccupied orbital energy = -0.544 eV
HOMO-LUMO gap = 7.8 eV
energy = -19666.3397 eV

Geometry as XYZ:
```
15
Properties=species:S:1:pos:R:3:mulliken_charge:R:1
C -1.410 -0.495 -0.456 0.241
C -0.357 0.024 -1.176 -0.506
C 0.893 0.475 -0.925 0.096
C 2.251 1.784 0.387 -0.523
C 2.781 0.351 0.581 -0.250
H -2.866 -1.618 -0.764 0.313
H -0.732 0.289 -2.179 0.197
H 1.435 0.882 -1.932 0.226
H 1.941 2.592 1.089 0.198
H 2.193 2.456 -0.624 0.161
H 2.857 -0.357 1.496 0.285
H 3.534 0.423 -0.276 0.239
N 1.474 0.551 0.335 0.008
O -2.269 -1.120 -1.221 -0.383
S -1.592 -0.775 1.259 -0.302
```

=====

Density functional theory data (ωB97M-V/def2-TZVPD) for a single C5H7NS molecule at a distorted geometry.

Values from the calculation:
ΔE to the lowest compared entry with this formula, charge and spin = 2.584 eV
F_max = 5.52 eV/Å
net charge = 0
lowest unoccupied orbital energy = 0.665 eV
HOMO-LUMO gap = 8.0 eV
energy = -17621.0613 eV

Geometry as XYZ:
```
14
Properties=species:S:1:pos:R:3:mulliken_charge:R:1
C 0.776 1.607 -0.248 -0.324
C 1.843 1.895 0.469 -0.291
C 0.731 -0.501 0.856 0.595
C 0.789 -1.781 1.045 -0.886
C -1.033 -0.146 -0.604 -0.905
N 0.145 0.370 0.021 0.061
S 2.361 0.669 1.676 -0.200
H 0.174 2.260 -0.867 0.339
H 2.479 2.826 0.289 0.299
H 1.522 -2.155 1.727 0.216
H 0.145 -2.485 0.571 0.297
H -1.256 -1.127 -0.151 0.224
H -1.972 0.561 -0.590 0.283
H -0.872 -0.392 -1.759 0.293
```

=====

Density functional theory data (ωB97M-V/def2-TZVPD) for a single C5H7NS molecule at a distorted geometry.

Values from the calculation:
ΔE to the lowest compared entry with this formula, charge and spin = 4.229 eV
F_max = 4.27 eV/Å
net charge = 0
lowest unoccupied orbital energy = -1.251 eV
HOMO-LUMO gap = 7.4 eV
energy = -17619.4167 eV

Geometry as XYZ:
```
14
Properties=species:S:1:pos:R:3:mulliken_charge:R:1
C -2.631 -0.447 0.073 -0.299
C -1.243 -0.491 0.125 -0.144
C -0.246 -0.050 -0.765 -0.101
C 1.270 0.017 -0.604 -0.026
C 1.856 0.790 0.489 -0.417
H -3.149 -0.333 1.194 0.214
H -0.945 -0.658 1.117 0.263
H -0.393 0.459 -1.728 0.296
H 1.629 -0.045 -1.697 0.280
H 2.571 1.632 0.453 0.266
H 0.979 1.089 1.241 0.169
H 1.567 -0.904 1.215 0.322
N 2.155 -0.624 0.358 -0.592
S -3.419 -0.434 -1.472 -0.231
```

=====

Density functional theory data (ωB97M-V/def2-TZVPD) for a single C5H7NS molecule at a distorted geometry.

Values from the calculation:
ΔE to the lowest compared entry with this formula, charge and spin = 0.905 eV
F_max = 3.82 eV/Å
net charge = 0
lowest unoccupied orbital energy = 0.837 eV
HOMO-LUMO gap = 9.7 eV
energy = -17622.7406 eV

Geometry as XYZ:
```
14
Properties=species:S:1:pos:R:3:mulliken_charge:R:1
C -1.556 -0.935 -1.488 -0.131
C -0.586 -0.140 0.252 -0.057
C 0.443 0.129 -0.582 0.675
C -0.772 0.008 1.805 -0.858
C 1.908 0.655 -0.417 -1.139
N -1.675 -0.727 -0.245 -0.449
S -0.029 -0.407 -2.169 -0.166
H -2.436 -1.110 -2.139 0.376
H -0.267 0.993 1.949 0.277
H -1.894 -0.119 2.102 0.294
H -0.096 -0.801 2.155 0.227
H 2.562 0.370 -1.311 0.318
H 1.994 1.782 -0.309 0.268
H 2.403 0.302 0.396 0.366
```

=====

Density functional theory data (ωB97M-V/def2-TZVPD) for a molecular structure, C5H7NS at a distorted geometry.

Values from the calculation:
ΔE to the lowest compared entry with this formula, charge and spin = 2.168 eV
F_max = 1.37 eV/Å
net charge = 0
lowest unoccupied orbital energy = 0.923 eV
HOMO-LUMO gap = 9.5 eV
energy = -17621.4779 eV

Geometry as XYZ:
```
14
Properties=species:S:1:pos:R:3:mulliken_charge:R:1
C -0.996 -0.832 -0.375 -0.896
C -0.007 -0.080 -1.271 -0.252
C 0.163 -1.110 0.590 -0.285
C 0.614 0.301 0.998 -0.192
C 0.483 1.028 -0.285 -0.246
H -1.825 -0.239 0.012 0.324
H -1.418 -1.705 -0.929 0.283
H -0.287 0.171 -2.303 0.529
H 0.034 -1.880 1.327 0.551
H 1.425 0.445 1.684 0.400
H -0.196 2.216 1.244 0.272
H 1.194 1.785 -0.596 0.388
N -0.456 1.308 0.812 -0.615
S 1.270 -1.408 -0.907 -0.261
```

=====

Density functional theory data (ωB97M-V/def2-TZVPD) for a single C5H7NS molecule at a distorted geometry.

Values from the calculation:
ΔE to the lowest compared entry with this formula, charge and spin = 2.274 eV
F_max = 8.00 eV/Å
net charge = 0
lowest unoccupied orbital energy = 0.914 eV
HOMO-LUMO gap = 8.3 eV
energy = -17621.3714 eV

Geometry as XYZ:
```
14
Properties=species:S:1:pos:R:3:mulliken_charge:R:1
C 0.568 1.815 -0.085 -1.398
C -0.100 0.621 0.058 0.207
C -1.628 -1.102 -0.074 -0.364
C -0.369 -1.825 0.010 -0.584
C 0.535 -0.643 0.119 0.604
H 1.528 1.857 -0.621 0.338
H 0.865 2.116 0.935 0.337
H 0.145 2.913 -0.538 0.246
H -2.087 0.950 0.297 0.069
H -2.611 -1.570 -0.049 0.371
H -0.116 -2.805 -0.414 0.335
H 2.432 -2.017 0.130 0.123
N -1.445 0.307 0.176 0.010
S 2.283 -0.618 0.057 -0.296
```

=====

Density functional theory data (ωB97M-V/def2-TZVPD) for a single C5H7NS molecule at a distorted geometry.

Values from the calculation:
ΔE to the lowest compared entry with this formula, charge and spin = 3.204 eV
<S²> = 2.09
F_max = 5.00 eV/Å
net charge = 0
lowest unoccupied orbital energy (spin up / spin down) = 0.573 / -1.603 eV
multiplicity = 3
HOMO-LUMO gap (spin up / spin down) = 7.2 / 5.8 eV
energy = -17615.7969 eV

Geometry as XYZ:
```
14
Properties=species:S:1:pos:R:3:mulliken_charge:R:1
C 1.035 1.371 0.746 -0.322
C 0.540 -1.552 0.275 -0.379
C -1.574 -0.398 -0.138 0.199
C 1.737 -1.122 -0.434 -0.574
C -2.372 0.833 -0.266 -0.826
N -0.506 -0.783 0.273 0.005
S 2.344 0.579 0.197 -0.109
H 1.501 2.478 0.901 0.223
H 0.735 -2.010 1.258 0.253
H 2.354 -1.862 -0.182 0.396
H 1.599 -1.018 -1.518 0.309
H -2.031 1.160 -1.289 0.245
H -2.000 1.725 0.383 0.243
H -3.361 0.599 -0.205 0.337
```

=====

Density functional theory data (ωB97M-V/def2-TZVPD) for a single C5H7NS2 molecule at a distorted geometry.

Values from the calculation:
ΔE to the lowest compared entry with this formula, charge and spin = 2.902 eV
F_max = 4.51 eV/Å
net charge = 0
lowest unoccupied orbital energy = -1.233 eV
HOMO-LUMO gap = 7.1 eV
energy = -28455.9644 eV

Geometry as XYZ:
```
15
Properties=species:S:1:pos:R:3:mulliken_charge:R:1
C -0.741 -1.845 -1.852 0.134
C -0.125 -3.090 -1.961 -0.303
C 0.743 1.428 1.403 -0.054
C 0.135 0.595 0.570 -0.222
C 0.228 2.790 1.744 -1.098
N -0.510 -0.973 -0.944 -0.234
S 0.744 -3.971 -0.878 -0.239
S 0.538 -1.035 0.278 0.045
H -1.311 -1.505 -2.747 0.307
H -0.476 -3.673 -2.924 0.197
H 1.474 1.075 2.115 0.288
H -0.723 0.959 -0.064 0.271
H -0.736 2.546 2.300 0.242
H 0.911 3.457 2.165 0.381
H -0.153 3.241 0.794 0.283
```

=====

- Which of these has the lowest F_max?
  number 7

=====

- What is the formula in the first record?
  C5H7NOS

=====

- Which of these has the lowest F_max?
  number 7

=====

- Which value of ΔE to the lowest compared entry with this formula, charge and spin does entry 1 give?
  3.620 eV